Computed, not measured: a molecular structure, C16H6BiCl8F9N2O2Si, with wB97M-V/def2-TZVPD.

Last column: Mulliken charge in e.
Geometry (Å):
C (3.1582, -0.5660, -1.4689)  0.78
C (-0.5650, -4.5345, -1.5706)  0.80
H (-0.9000, -7.2587, -3.4722)  0.25
Cl (-0.3556, 1.1961, 3.3192)  -0.26
F (1.8556, -2.0977, -2.7703)  -0.24
F (5.5585, -0.8715, -1.5048)  -0.26
F (2.0665, 0.4904, -3.3151)  -0.26
N (-0.3249, -1.8922, -0.8462)  0.68
Bi (-0.0082, 0.3997, -0.5346)  0.97
F (4.1830, 0.9143, -3.1125)  -0.26
C (-0.6611, -6.0008, -1.9084)  0.01
H (-1.9627, -3.7958, -3.0470)  0.52
F (3.8944, -1.8173, -3.4249)  -0.29
H (-0.7778, -5.6035, -3.9288)  0.21
Cl (-1.1328, 3.1226, 0.2401)  -0.22
O (-0.5169, -6.8429, -1.0511)  -0.59
C (0.2611, -4.1628, -0.5206)  -0.85
Cl (1.8784, -1.0899, 2.6724)  -0.26
C (4.5260, -0.5197, -0.7189)  0.47
C (-1.2818, -3.5548, -2.2432)  -0.81
O (2.1578, -0.5637, -0.5716)  -0.12
Cl (2.4332, 2.0625, 1.7580)  -0.23
Cl (-5.5159, -0.8696, 2.0897)  -0.18
C (-2.3983, 1.9866, 0.6769)  1.13
C (-3.5646, 2.4982, 1.2297)  -0.60
C (-3.1260, -0.2282, 0.9777)  1.21
H (-1.7041, -1.4481, -2.3123)  0.48
F (4.7657, 0.7157, -0.2570)  -0.26
H (1.0495, -2.4814, 0.5715)  0.10
Cl (-6.0085, 2.1900, 2.3275)  -0.18
C (-2.1449, 0.6327, 0.5078)  -1.68
N (-0.9325, -6.2873, -3.2088)  -0.37
C (0.3770, -2.8257, -0.1988)  -0.09
H (0.8117, -4.9135, 0.0273)  0.52
F (4.5105, -1.3447, 0.3283)  -0.23
Cl (-3.7962, 4.1915, 1.4003)  -0.19
C (-4.5432, 1.6033, 1.6515)  0.69
C (-1.1439, -2.2436, -1.8368)  -0.59
C (3.1108, -1.8653, -2.3389)  0.56
F (3.4728, -2.9360, -1.6176)  -0.28
Si (1.0146, 0.6009, 1.9135)  0.60
F (2.7585, 1.7732, -1.7291)  -0.21
Cl (-2.8765, -1.9485, 0.9482)  -0.20
C (3.0675, 0.6672, -2.4241)  0.10
C (-4.3188, 0.2330, 1.5353)  -0.36

- LUMO energy (hartree) = -0.03648
- charge = 0
- calculated total energy (Ha) = -5957.98446
- relative energy (zero: lowest compared OMol25 entry of this formula, charge and spin) (kcal/mol) = 17.6